[1]
Below is a cluster of 3 separate species, C16H37BBr4NOS in total in a non-equilibrium geometry, with properties calculated with ωB97M-V/def2-TZVPD.

```
61
Properties=species:S:1:pos:R:3
C 1.958 -3.626 0.914
C 1.320 -2.440 0.168
C 0.494 -1.543 1.085
C -0.088 -0.323 0.379
C -1.004 0.522 1.276
C -2.474 0.106 1.209
C -3.506 1.122 1.757
C -2.979 2.452 2.309
C -2.720 3.522 1.221
C -1.307 4.126 1.163
C -0.803 4.407 -0.260
C -0.564 3.101 -1.012
S -0.326 3.356 -2.805
B -1.006 1.687 -3.572
N -0.009 0.919 -4.215
O -2.319 1.420 -3.480
H 1.656 -4.580 0.486
H 3.045 -3.566 0.906
H 1.637 -3.626 1.955
H 0.678 -2.807 -0.637
H 2.100 -1.829 -0.295
H 1.141 -1.186 1.892
H -0.313 -2.131 1.532
H -0.634 -0.640 -0.518
H 0.752 0.293 0.029
H -0.896 1.574 1.021
H -0.646 0.433 2.306
H -2.720 -0.121 0.167
H -2.574 -0.832 1.755
H -4.228 1.363 0.973
H -4.086 0.633 2.540
H -3.742 2.838 2.985
H -2.087 2.309 2.922
H -3.413 4.350 1.379
H -2.997 3.108 0.244
H -1.297 5.077 1.696
H -0.583 3.491 1.681
H 0.133 4.964 -0.229
H -1.549 5.012 -0.785
H -1.369 2.382 -0.872
H 0.368 2.622 -0.709
H -1.374 4.155 -3.067
H -0.462 0.203 -4.781
H 0.559 0.424 -3.521
H -2.848 1.970 -2.898
Br 2.881 -5.908 4.266
C 1.227 -6.888 4.543
C 0.302 -6.765 3.361
Br -0.503 -4.998 3.258
H 0.781 -6.496 5.451
H 1.511 -7.927 4.692
H -0.524 -7.468 3.445
H 0.821 -6.920 2.421
Br 3.094 0.396 -2.734
C 3.606 0.827 -4.566
C 5.063 1.193 -4.658
Br 5.406 2.954 -3.917
H 2.960 1.640 -4.881
H 3.391 -0.063 -5.152
H 5.370 1.234 -5.701
H 5.697 0.496 -4.119
```

Summary:
Largest force on an atom (eV Å⁻¹): 1.13
Energy relative to the best compared isomer or geometry (same formula, charge and spin) (kcal/mol): 0.0
E_LUMO (eV): -3.5
Net charge: +1
Electronic energy (a.u.): -11480.76141

***

[2]
Below is a structure of composition C16H37HoN7OPS, with properties calculated with ωB97M-V/def2-TZVPD.

```
64
Properties=species:S:1:pos:R:3
Ho -0.238 -0.494 1.273
N 2.015 0.271 0.416
N 2.588 1.487 0.817
C 1.887 2.390 1.528
N 2.496 3.529 1.822
S 0.293 2.133 2.057
H 2.658 -0.482 0.656
H 1.913 0.257 -0.600
H 3.502 1.710 0.448
H 3.439 3.742 1.534
H 1.999 4.216 2.366
O -1.845 0.351 -0.190
H -2.113 -0.225 -0.918
H -2.161 1.246 -0.363
N -0.096 -2.179 0.049
P -0.393 -3.260 1.143
N 0.331 -2.520 2.569
C 1.820 -2.569 2.441
C 2.467 -1.694 3.498
C 2.132 -2.207 4.915
C 1.090 -3.321 4.853
C -0.081 -2.936 3.964
N -1.990 -3.386 1.640
C -2.605 -2.292 2.404
C -4.110 -2.207 2.182
C -4.683 -3.615 2.314
C -4.159 -4.510 1.182
C -2.866 -3.955 0.591
N 0.162 -4.759 0.893
C -0.130 -5.884 1.808
C -0.233 -7.174 1.011
C 1.106 -7.515 0.345
C 1.876 -6.242 -0.034
C 0.930 -5.091 -0.333
H 2.082 -2.276 1.422
H 2.157 -3.606 2.527
H 2.121 -0.655 3.378
H 3.545 -1.672 3.333
H 1.760 -1.388 5.532
H 3.031 -2.576 5.407
H 0.699 -3.526 5.849
H 1.535 -4.257 4.510
H -0.604 -2.097 4.432
H -0.787 -3.763 3.884
H -2.166 -1.255 2.225
H -2.426 -2.444 3.466
H -4.342 -1.778 1.205
H -4.530 -1.539 2.934
H -5.771 -3.588 2.321
H -4.380 -4.017 3.284
H -4.888 -4.571 0.373
H -4.005 -5.528 1.539
H -3.075 -3.193 -0.167
H -2.306 -4.743 0.088
H -1.063 -5.671 2.332
H 0.664 -5.968 2.559
H -1.017 -7.053 0.259
H -0.560 -7.978 1.669
H 0.924 -8.125 -0.540
H 1.714 -8.123 1.016
H 2.511 -6.413 -0.903
H 2.542 -5.941 0.780
H 0.237 -5.359 -1.136
H 1.466 -4.201 -0.656
```

Summary:
2S+1: 5
Largest force on an atom (eV Å⁻¹): 0.63
<S²>: 6.004
Energy relative to the best compared isomer or geometry (same formula, charge and spin) (kcal/mol): 0.0
E_LUMO (alpha / beta) (eV): -5.6 / -5.5
Net charge: +2
Electronic energy (a.u.): -2777.61213

***

[3]
Below is a structure of composition C16H37MnNSi4 in a non-equilibrium geometry, with properties calculated with ωB97M-V/def2-TZVPD.

```
59
Properties=species:S:1:pos:R:3
C -0.349 1.129 -4.276
C 1.048 1.267 -4.039
C 1.219 2.092 -2.891
C -0.071 2.454 -2.412
C -1.042 1.855 -3.266
Mn 0.081 0.077 -2.194
N -1.234 -1.229 -2.164
C -0.279 -2.275 -2.687
C 1.111 -1.617 -2.882
H 2.173 2.364 -2.436
H 1.848 0.818 -4.629
H -0.283 3.055 -1.526
H -2.126 1.925 -3.153
H -0.810 0.532 -5.065
H 1.475 -1.692 -3.917
H -0.230 -3.117 -1.967
H -2.208 -1.532 -2.169
H 1.867 -1.979 -2.169
H -0.655 -2.665 -3.653
C -3.451 -0.393 0.517
Si -1.883 -1.184 1.166
C -1.979 -1.189 3.028
C -1.940 -2.982 0.652
Si -0.056 -0.022 0.429
Si -0.111 2.082 1.353
C -0.056 2.139 3.224
C 1.405 3.062 0.846
C -1.692 2.998 0.935
Si 1.878 -1.018 1.074
C 2.235 -0.831 2.893
C 1.840 -2.861 0.770
C 3.307 -0.281 0.120
H -4.327 -0.969 0.877
H -3.451 -0.385 -0.590
H -3.539 0.644 0.882
H -2.866 -1.776 3.342
H -1.064 -1.650 3.450
H -2.099 -0.159 3.402
H -1.968 -3.087 -0.445
H -1.075 -3.532 1.059
H -2.865 -3.434 1.064
H 0.859 1.667 3.614
H -0.060 3.202 3.542
H -0.941 1.650 3.660
H 1.514 3.137 -0.246
H 1.334 4.083 1.272
H 2.306 2.573 1.262
H -1.912 3.010 -0.146
H -2.535 2.514 1.459
H -1.613 4.039 1.309
H 1.388 -1.225 3.489
H 3.155 -1.399 3.140
H 2.416 0.233 3.128
H 1.601 -3.097 -0.281
H 2.831 -3.290 1.024
H 1.087 -3.323 1.433
H 3.146 -0.413 -0.968
H 3.398 0.798 0.341
H 4.246 -0.792 0.417
```

Summary:
2S+1: 5
Largest force on an atom (eV Å⁻¹): 1.77
<S²>: 6.111
E_LUMO (alpha / beta) (eV): 3.1 / 3.1
Net charge: -1
Electronic energy (a.u.): -2995.60508

***

[4]
Below is a structure of composition C16H38B2KO8S2Sn in a non-equilibrium geometry, with properties calculated with ωB97M-V/def2-TZVPD.

```
68
Properties=species:S:1:pos:R:3
Sn -22.081 -16.080 -3.012
K -26.385 -16.747 -4.149
B -23.755 -17.988 -4.560
H -24.523 -18.564 -5.133
H -22.700 -18.448 -4.516
H -23.851 -16.948 -4.946
H -24.068 -17.945 -3.489
B -24.784 -14.583 -2.887
H -24.588 -15.343 -2.031
H -25.807 -14.108 -2.704
H -23.875 -13.868 -2.866
H -24.659 -15.129 -3.857
C -22.222 -21.223 -3.438
S -20.747 -21.990 -4.180
O -20.359 -23.088 -3.252
C -21.544 -22.720 -5.672
H -22.808 -22.066 -3.065
H -22.741 -20.667 -4.220
H -21.995 -20.573 -2.595
H -21.858 -23.686 -5.280
H -20.720 -22.796 -6.375
H -22.363 -22.081 -5.989
C -23.460 -19.534 1.026
S -23.393 -19.266 -0.767
O -23.137 -17.795 -1.025
C -25.172 -19.435 -1.021
H -24.255 -20.194 1.366
H -23.683 -18.586 1.520
H -22.489 -19.899 1.355
H -25.252 -19.624 -2.093
H -25.694 -18.553 -0.659
H -25.574 -20.354 -0.593
O -22.050 -20.610 -10.782
C -22.351 -19.999 -9.801
O -23.586 -19.453 -9.583
C -23.499 -18.518 -8.483
C -22.343 -19.087 -7.666
C -21.424 -19.653 -8.707
H -24.452 -18.504 -7.956
H -23.342 -17.483 -8.801
H -22.732 -19.824 -6.958
H -21.972 -18.350 -6.950
H -20.790 -20.496 -8.439
H -20.742 -18.873 -9.055
O -26.594 -14.948 -6.432
C -25.621 -14.560 -7.065
O -25.831 -13.975 -8.220
C -24.772 -13.017 -8.472
C -23.544 -13.578 -7.765
C -24.168 -14.316 -6.574
H -25.030 -12.024 -8.104
H -24.527 -12.930 -9.528
H -22.909 -12.782 -7.387
H -23.131 -14.291 -8.477
H -24.234 -13.622 -5.736
H -23.600 -15.202 -6.303
O -24.578 -23.830 -5.933
C -25.388 -23.018 -5.586
O -25.276 -21.700 -5.931
C -26.209 -20.908 -5.159
C -27.160 -21.910 -4.520
C -26.501 -23.251 -4.624
H -26.823 -20.252 -5.776
H -25.643 -20.283 -4.467
H -28.088 -21.854 -5.093
H -27.484 -21.711 -3.497
H -27.126 -24.107 -4.868
H -26.078 -23.489 -3.645
```

Summary:
Largest force on an atom (eV Å⁻¹): 3.87
E_LUMO (eV): -5.6
Net charge: +1
Electronic energy (a.u.): -2894.23309

***

[5]
Below is a cluster of 10 separate species, C16H38BCl2F9N9O19PS in total in a non-equilibrium geometry, with properties calculated with ωB97M-V/def2-TZVPD.

```
96
Properties=species:S:1:pos:R:3
C 5.030 -0.869 0.828
C 3.971 -0.122 -0.142
Cl 2.789 0.712 1.019
C 3.280 -1.263 -1.016
Cl 1.996 -2.188 -0.053
B 2.595 -0.753 -2.395
C 1.502 0.425 -2.541
C 0.051 -0.246 -2.453
C -0.925 0.450 -1.380
F -1.324 1.780 -1.737
F -0.094 0.659 -0.237
C -2.118 -0.450 -0.864
F -1.563 -1.534 -0.178
F -2.800 0.300 0.117
S -3.313 -1.116 -2.123
F -3.822 -2.238 -0.976
F -4.513 -0.108 -1.511
F -2.927 -0.022 -3.284
F -2.281 -2.270 -2.685
F -4.464 -1.717 -3.149
P 3.076 -1.649 -4.060
O 1.958 -1.316 -5.100
H 5.782 -0.146 1.270
H 4.383 -1.339 1.647
H 5.521 -1.740 0.294
H 4.473 0.693 -0.744
H 4.101 -2.015 -1.283
H 1.606 0.821 -3.611
H 1.662 1.313 -1.861
H 0.204 -1.317 -2.075
H -0.393 -0.265 -3.498
H 4.376 -1.291 -4.520
H 2.929 -3.057 -3.779
C 8.000 -2.782 -5.643
N 7.304 -1.476 -5.491
O 7.729 -0.536 -6.131
O 6.349 -1.442 -4.728
H 8.819 -2.662 -6.345
H 8.370 -3.071 -4.663
H 7.272 -3.498 -6.018
C 1.469 2.295 4.062
N 2.627 2.248 4.991
O 2.559 1.478 5.931
O 3.561 2.986 4.743
H 0.716 1.589 4.407
H 1.079 3.311 4.075
H 1.827 2.021 3.072
C -5.992 -4.200 -4.136
N -6.585 -5.173 -5.090
O -7.209 -4.724 -6.033
O -6.401 -6.353 -4.857
H -6.234 -3.193 -4.467
H -6.422 -4.398 -3.156
H -4.915 -4.357 -4.134
C -6.147 1.582 0.573
N -6.828 2.893 0.726
O -6.391 3.831 0.086
O -7.780 2.933 1.484
H -5.323 1.695 -0.128
H -5.780 1.285 1.554
H -6.881 0.872 0.194
C 10.370 -6.822 -6.233
N 9.689 -5.509 -6.094
O 10.129 -4.580 -6.744
O 8.734 -5.462 -5.336
H 11.194 -6.716 -6.934
H 10.735 -7.108 -5.248
H 9.636 -7.535 -6.604
C 0.157 1.962 8.960
N -0.623 2.141 7.709
O -1.162 1.157 7.239
O -0.666 3.266 7.244
H 0.107 0.917 9.257
H 1.184 2.256 8.752
H -0.292 2.601 9.720
C -6.940 3.580 4.883
N -6.496 2.344 5.578
O -6.340 2.404 6.783
O -6.319 1.359 4.887
H -7.057 4.373 5.618
H -6.175 3.840 4.153
H -7.890 3.361 4.398
C -3.879 3.948 10.073
N -2.725 3.909 11.010
O -2.794 3.143 11.953
O -1.791 4.650 10.764
H -4.631 3.241 10.415
H -4.272 4.963 10.079
H -3.509 3.672 9.087
C -1.651 2.799 -5.843
N -0.467 2.726 -4.950
O -0.512 1.939 -4.021
O 0.465 3.460 -5.212
H -2.400 2.093 -5.490
H -2.032 3.818 -5.801
H -1.321 2.541 -6.848
```

Summary:
Largest force on an atom (eV Å⁻¹): 4.49
SMILES: C[C@H](Cl)[C@@H](Cl)B(CCC(F)(F)C(F)(F)S(F)(F)(F)(F)F)[PH2]=O.C[N+](=O)[O-].C[N+](=O)[O-].C[N+](=O)[O-].C[N+](=O)[O-].C[N+](=O)[O-].C[N+](=O)[O-].C[N+](=O)[O-].C[N+](=O)[O-].C[N+](=O)[O-]
E_LUMO (eV): -1.3
Electronic energy (a.u.): -5137.36711

***

[6]
Below is a cluster of 6 separate species, C16H38Cl2O9 in total, with properties calculated with ωB97M-V/def2-TZVPD.

```
65
Properties=species:S:1:pos:R:3
C 0.952 -0.534 1.216
C 0.261 0.759 1.507
Cl 0.578 1.382 3.097
C -0.554 1.443 0.714
Cl -0.743 0.939 -0.950
C -1.331 2.686 1.074
O -2.030 2.590 2.320
C -2.917 1.573 2.489
O -2.886 0.895 3.458
C -3.986 1.428 1.404
O -3.489 0.761 0.262
O -3.596 -0.647 0.556
H 0.552 -1.287 1.909
H 2.022 -0.444 1.420
H 0.786 -0.886 0.198
H -0.652 3.536 1.203
H -2.020 2.924 0.255
H -4.826 0.880 1.844
H -4.328 2.406 1.049
H -3.353 -0.997 -0.316
C 2.502 -5.128 0.864
C 2.121 -3.665 0.985
O 2.449 -2.922 -0.191
H 3.570 -5.232 0.667
H 2.259 -5.669 1.779
H 1.960 -5.599 0.039
H 2.669 -3.197 1.803
H 1.055 -3.569 1.202
H 1.969 -3.314 -0.928
C 2.052 4.714 -1.966
C 2.551 3.500 -2.723
O 2.352 2.287 -2.005
H 2.545 4.783 -0.995
H 2.247 5.624 -2.533
H 0.975 4.642 -1.789
H 3.626 3.570 -2.889
H 2.068 3.443 -3.705
H 1.407 2.193 -1.845
C -3.044 -2.803 3.158
C -2.235 -3.063 1.905
O -1.085 -3.865 2.149
H -2.429 -2.312 3.913
H -3.898 -2.160 2.940
H -3.416 -3.742 3.576
H -1.861 -2.122 1.497
H -2.864 -3.537 1.141
H -1.389 -4.721 2.481
C 4.641 8.965 -4.061
C 4.567 7.533 -3.570
O 3.549 6.784 -4.224
H 3.682 9.464 -3.923
H 5.407 9.522 -3.520
H 4.890 8.997 -5.125
H 4.310 7.504 -2.511
H 5.537 7.037 -3.688
H 3.745 6.765 -5.167
C -3.498 -6.439 -0.446
C -2.387 -6.913 0.469
O -2.568 -6.475 1.814
H -3.567 -5.351 -0.427
H -3.317 -6.760 -1.473
H -4.462 -6.846 -0.131
H -1.429 -6.494 0.160
H -2.301 -8.003 0.438
H -3.398 -6.832 2.147
```

Summary:
Largest force on an atom (eV Å⁻¹): 0.92
SMILES: C/C(Cl)=C(\Cl)COC(=O)COO.CCO.CCO.CCO.CCO.CCO
E_LUMO (eV): 0.4
Electronic energy (a.u.): -2229.79816